Model one:
Formula: C4H5NOS
Source: OMol25
Level of theory: wB97M-V/def2-TZVPD

Last column: Löwdin charge in e.
Element x y z (Å)
O  1.493  -1.628  0.754  0.043
C  1.948  -0.720  0.080  -0.203
C  0.975  0.369  -0.505  -0.803
S  1.627  1.694  -1.194  0.698
N  -0.316  0.085  -0.570  -0.150
C  -1.425  0.887  -0.101  -0.078
C  -1.167  -0.592  0.352  -0.110
H  2.998  -0.648  -0.004  0.092
H  -1.109  1.764  0.594  0.142
H  -2.315  1.050  -0.745  0.108
H  -0.879  -0.788  1.418  0.114
H  -1.830  -1.474  -0.079  0.147

The calculation puts the highest occupied orbital energy at -8.89 eV. The LUMO energy is -0.72 eV. The value obtained for the HOMO-LUMO gap is 8.18 eV.

=====

Model two:
Formula: C4H5NOS
Source: OMol25
Level of theory: wB97M-V/def2-TZVPD

Last column: Löwdin charge in e.
Element x y z (Å)
C  -0.205  0.145  -0.917  -0.240
C  0.532  -0.086  0.337  -0.104
C  0.070  -0.308  1.613  -0.084
C  -1.422  -0.505  1.828  -0.138
H  2.043  0.688  -3.713  -0.122
H  -1.372  0.114  -1.152  0.143
H  1.615  -0.136  0.140  0.072
H  0.615  -0.216  2.641  0.129
H  -2.076  -0.064  2.913  0.188
N  0.262  0.671  -2.102  -0.364
O  -2.061  -1.022  0.724  -0.127
S  1.998  0.718  -2.313  0.646

The calculation puts the highest occupied orbital energy at -8.89 eV. The LUMO energy is -1.39 eV. The value obtained for the HOMO-LUMO gap is 7.50 eV.

=====

model one ends up most stable, edging out the next structure by 2.247 eV.

=====

Model one:
Formula: C3H10N4
Source: OMol25
Level of theory: wB97M-V/def2-TZVPD

Last column: Löwdin charge in e.
Element x y z (Å)
C  -0.637  0.293  0.178  -0.173
C  0.444  0.705  -0.796  -0.321
C  -0.081  -0.986  0.548  -0.115
N  -0.404  0.495  1.595  0.197
N  1.406  1.505  -0.396  0.275
N  0.199  0.366  -2.061  0.241
N  -0.687  -2.171  0.692  0.214
H  -1.567  0.713  -0.199  0.202
H  0.961  -1.174  0.600  0.168
H  0.289  1.096  2.056  0.164
H  1.402  1.877  0.585  0.170
H  2.119  1.874  -1.037  0.180
H  -0.596  -0.216  -2.173  0.126
H  1.019  0.038  -2.710  0.228
H  -1.110  0.197  2.166  0.116
H  -1.682  -2.242  0.600  0.136
H  -0.312  -3.120  0.958  0.192

As for the net charge: +2. The calculation puts the highest occupied orbital energy at -19.41 eV. The LUMO energy is -8.35 eV. The value obtained for the HOMO-LUMO gap is 11.06 eV.

=====

Model two:
Formula: C3H10N4
Source: OMol25
Level of theory: wB97M-V/def2-TZVPD

Last column: Löwdin charge in e.
Element x y z (Å)
C  -1.446  -0.161  -0.821  -0.177
C  1.794  -0.182  -0.227  -0.109
C  -0.836  0.016  1.614  -0.034
N  2.179  0.495  0.742  0.222
N  -0.738  -0.275  0.219  0.094
N  -2.697  0.260  -1.004  0.231
N  2.300  -0.650  -1.300  0.247
H  -0.943  -0.719  -1.614  0.167
H  -1.896  -0.266  1.973  0.168
H  -0.002  -0.435  2.069  0.074
H  -0.849  1.103  1.805  0.121
H  1.509  0.530  1.555  0.141
H  3.077  1.089  0.869  0.235
H  -2.981  0.289  -1.988  0.157
H  -3.444  0.397  -0.391  0.124
H  3.165  -0.195  -1.599  0.180
H  1.808  -1.296  -1.903  0.159

As for the net charge: +2. The calculation puts the highest occupied orbital energy (spin up / spin down) at -19.11 / -18.80 eV. The LUMO energy (spin up / spin down) is -10.75 / -11.53 eV. The value obtained for the HOMO-LUMO gap (spin up / spin down) is 8.37 / 7.28 eV.

=====

Model three:
Formula: C3H10N4
Source: OMol25
Level of theory: wB97M-V/def2-TZVPD

Last column: Löwdin charge in e.
Element x y z (Å)
C  -0.652  -1.401  -0.619  0.048
N  -0.190  -0.219  0.185  -0.034
C  0.610  -0.282  1.262  -0.064
N  0.637  -1.282  2.103  0.269
C  -0.140  1.045  -0.676  -0.286
N  0.788  1.034  -1.657  0.224
N  -1.004  1.964  -0.291  0.268
H  -1.207  -2.110  0.126  0.157
H  0.049  -1.896  -1.176  0.080
H  -1.449  -1.073  -1.196  0.084
H  1.130  0.613  1.603  0.181
H  1.352  -1.298  2.830  0.176
H  0.243  -2.126  1.886  0.104
H  0.965  1.844  -2.304  0.176
H  1.752  0.471  -1.574  0.230
H  -1.233  2.813  -0.970  0.236
H  -1.651  1.903  0.469  0.149

As for the net charge: +2. The calculation puts the highest occupied orbital energy at -20.02 eV. The LUMO energy is -8.52 eV. The value obtained for the HOMO-LUMO gap is 11.50 eV.

=====

Model four:
Formula: C3H10N4
Source: OMol25
Level of theory: wB97M-V/def2-TZVPD

Last column: Löwdin charge in e.
Element x y z (Å)
C  0.049  0.258  0.401  -0.063
C  1.458  0.224  -0.002  -0.309
C  -1.678  -0.364  -0.507  -0.081
N  -0.827  -0.843  0.534  0.112
N  2.227  1.205  0.403  0.257
N  1.903  -0.875  -0.660  0.228
N  -2.772  0.261  -0.230  0.251
H  -0.222  1.197  0.775  0.126
H  -1.155  -0.032  -1.417  0.192
H  -0.359  -1.782  0.278  0.253
H  1.745  2.051  0.631  0.149
H  3.186  1.142  0.403  0.126
H  1.578  -1.763  -0.995  0.143
H  2.874  -0.869  -0.686  0.110
H  -1.455  -0.695  1.298  0.187
H  -3.164  0.372  0.712  0.181
H  -3.386  0.513  -0.937  0.139

As for the net charge: +2. The calculation puts the highest occupied orbital energy at -17.38 eV. The LUMO energy is -9.13 eV. The value obtained for the HOMO-LUMO gap is 8.25 eV.

=====

model three ends up most stable, edging out the next structure by 0.913 eV.

=====

Model one:
Formula: C2H2N2S3
Source: OMol25
Level of theory: wB97M-V/def2-TZVPD

Last column: Löwdin charge in e.
Element x y z (Å)
S  -2.139  1.102  -1.767  0.585
C  -0.817  0.395  -1.037  -1.204
N  0.066  1.184  -0.287  -0.449
S  1.315  0.605  0.664  0.891
C  0.791  -1.071  1.189  -0.500
N  0.113  -1.806  0.426  -0.380
S  -0.495  -1.311  -1.030  0.904
H  -0.070  2.180  -0.340  0.074
H  1.236  -1.279  2.181  0.079

The calculation puts the highest occupied orbital energy at -8.74 eV. The LUMO energy is -0.54 eV. The value obtained for the HOMO-LUMO gap is 8.20 eV.

=====

Model two:
Formula: C2H2N2S3
Source: OMol25
Level of theory: wB97M-V/def2-TZVPD

Last column: Löwdin charge in e.
Element x y z (Å)
S  -2.805  -1.191  -0.615  0.653
C  -1.470  -0.475  -0.092  -1.171
N  -0.595  -0.817  0.776  -0.071
N  0.549  -0.393  1.044  -0.069
C  1.333  0.066  -0.047  -0.502
S  0.770  1.822  0.082  0.560
S  -1.156  1.445  -0.577  0.452
H  2.295  0.125  0.315  0.042
H  1.078  -0.581  -0.886  0.107

The calculation puts the highest occupied orbital energy at -8.74 eV. The LUMO energy is -1.63 eV. The value obtained for the HOMO-LUMO gap is 7.11 eV.

=====

model one ends up most stable, edging out the next structure by 1.504 eV.

=====

Model one:
Formula: C3H12N4
Source: OMol25
Level of theory: wB97M-V/def2-TZVPD

Last column: Löwdin charge in e.
Element x y z (Å)
N  -1.220  -1.421  -0.518  0.035
C  -1.047  -0.016  -0.527  -0.279
C  -1.743  0.853  0.279  -0.237
N  -2.407  0.428  1.463  -0.007
H  -0.313  -1.872  -0.603  0.047
H  -1.616  -1.743  0.356  0.058
H  -0.711  0.396  -1.472  0.093
H  -2.101  1.783  -0.141  0.087
H  -2.936  -0.431  1.361  0.056
H  -3.064  1.113  1.816  0.062
C  1.804  1.002  0.381  -0.056
N  1.313  -0.425  -0.131  -0.239
N  2.030  -1.036  -1.207  -0.024
H  1.484  1.743  -0.349  0.058
H  1.416  1.210  1.374  0.064
H  2.901  0.967  0.409  0.054
H  1.410  -1.046  0.672  0.098
H  1.760  -0.556  -2.062  0.068
H  3.041  -0.948  -1.099  0.062

The calculation puts the highest occupied orbital energy at -7.04 eV. The LUMO energy is 1.03 eV. The value obtained for the HOMO-LUMO gap is 8.07 eV.

=====

Model two:
Formula: C3H12N4
Source: OMol25
Level of theory: wB97M-V/def2-TZVPD

Last column: Löwdin charge in e.
Element x y z (Å)
C  -0.061  0.466  -0.259  -0.597
C  0.817  1.559  -0.793  -0.036
C  0.648  -2.396  -0.119  -0.232
N  -0.082  0.263  1.091  0.067
N  1.200  -1.060  -0.035  -0.092
N  -1.072  0.052  -1.064  0.143
N  -1.407  1.688  1.262  -0.004
H  -0.652  -0.520  1.406  0.081
H  1.913  -0.972  0.683  0.052
H  -1.887  -0.375  -0.653  0.107
H  -1.185  0.461  -1.979  0.108
H  -0.801  2.345  1.756  -0.004
H  -2.032  1.305  1.976  -0.010
H  1.184  1.297  -1.786  0.083
H  0.239  2.484  -0.845  0.080
H  1.661  1.711  -0.124  0.082
H  0.161  -2.753  0.800  0.053
H  1.437  -3.115  -0.382  0.066
H  -0.080  -2.440  -0.936  0.054

The calculation puts the highest occupied orbital energy (spin up / spin down) at -7.01 / -7.01 eV. The LUMO energy (spin up / spin down) is 0.95 / 0.95 eV. The value obtained for the HOMO-LUMO gap (spin up / spin down) is 7.96 / 7.96 eV.

=====

model one ends up most stable, edging out the next structure by 1.753 eV.

=====

Model one:
Formula: H4I2Si2
Source: OMol25
Level of theory: wB97M-V/def2-TZVPD

Last column: Löwdin charge in e.
Element x y z (Å)
Si  0.601  -0.509  -1.473  0.577
Si  -0.247  0.275  1.193  -0.370
I  -0.413  2.765  1.256  0.224
I  -2.501  -0.662  1.987  0.177
H  1.346  0.662  -1.748  -0.161
H  1.149  -1.724  -0.934  -0.161
H  -0.496  -0.733  -2.575  -0.090
H  0.560  -0.074  2.295  -0.196

The calculation puts the highest occupied orbital energy at -8.87 eV. The LUMO energy is -0.74 eV. The value obtained for the HOMO-LUMO gap is 8.13 eV.

=====

Model two:
Formula: H4I2Si2
Source: OMol25
Level of theory: wB97M-V/def2-TZVPD

Last column: Löwdin charge in e.
Element x y z (Å)
Si  0.334  0.302  2.423  0.082
Si  -0.533  0.351  -4.001  0.175
I  -1.243  0.400  0.557  0.282
I  0.445  -1.613  -2.808  0.106
H  1.464  -0.619  2.306  -0.135
H  1.188  1.597  2.604  -0.099
H  -0.254  0.097  3.760  -0.130
H  -1.400  -0.515  -4.842  -0.280

The calculation puts the highest occupied orbital energy at -8.88 eV. The LUMO energy is -1.35 eV. The value obtained for the HOMO-LUMO gap is 7.53 eV.

=====

model one ends up most stable, edging out the next structure by 0.661 eV.

=====

Model one:
Formula: C5H8N4
Source: OMol25
Level of theory: wB97M-V/def2-TZVPD

Last column: Löwdin charge in e.
Element x y z (Å)
C  2.747  0.110  -0.145  -0.076
N  1.366  0.443  -0.362  0.034
C  0.414  -0.081  0.228  -0.373
C  0.259  -0.774  1.507  -0.020
C  -0.799  0.228  -0.466  -0.331
N  -0.657  0.974  -1.512  0.063
N  -1.882  1.155  -2.101  0.028
C  -2.773  0.576  -1.337  -0.183
N  -2.119  -0.053  -0.324  0.109
H  2.971  0.340  0.818  0.036
H  2.756  -1.038  -0.217  0.122
H  3.269  0.709  -0.841  0.067
H  -0.806  -0.778  1.811  0.071
H  0.832  -1.756  1.542  0.111
H  0.698  -0.196  2.334  0.091
H  -3.787  0.638  -1.484  0.085
H  -2.490  -0.497  0.548  0.166

The calculation puts the highest occupied orbital energy at -8.60 eV. The LUMO energy is 0.47 eV. The value obtained for the HOMO-LUMO gap is 9.08 eV.

=====

Model two:
Formula: C5H8N4
Source: OMol25
Level of theory: wB97M-V/def2-TZVPD

Last column: Löwdin charge in e.
Element x y z (Å)
C  1.140  -1.070  -0.423  -0.036
C  -1.956  0.614  -0.010  -0.044
C  -1.380  1.472  -2.023  -0.176
C  2.154  -1.801  0.450  -0.110
C  0.208  0.150  1.527  -0.055
N  -0.372  0.751  -1.709  0.116
N  0.298  -0.343  0.246  -0.187
N  -0.729  0.241  -0.494  -0.158
N  -2.423  1.316  -1.089  0.018
H  -1.364  1.939  -2.983  0.109
H  2.956  -2.181  -0.072  0.028
H  2.492  -1.268  1.275  0.033
H  1.640  -2.644  0.892  0.081
H  -0.793  0.392  1.702  0.036
H  0.657  -0.474  2.282  0.103
H  0.774  0.972  1.500  0.072
H  -3.301  1.936  -1.070  0.170

The calculation puts the highest occupied orbital energy at -7.93 eV. The LUMO energy is 0.86 eV. The value obtained for the HOMO-LUMO gap is 8.79 eV.

=====

Model three:
Formula: C5H8N4
Source: OMol25
Level of theory: wB97M-V/def2-TZVPD

Last column: Löwdin charge in e.
Element x y z (Å)
C  -1.158  1.560  0.025  -0.163
C  -0.485  0.338  -0.071  -0.055
C  -1.424  -0.662  -0.018  -0.351
C  1.388  -0.005  -0.140  -0.255
C  2.319  1.152  -0.064  -0.034
N  -2.488  1.323  0.003  -0.001
N  1.644  -1.213  -0.052  0.111
N  -2.629  -0.026  -0.029  0.020
N  -1.265  -2.051  -0.063  0.093
H  -0.690  2.591  0.079  0.118
H  3.177  0.754  -0.402  0.038
H  2.537  1.315  0.970  0.090
H  1.833  1.946  -0.569  0.070
H  2.549  -1.596  -0.033  0.048
H  -3.496  -0.436  -0.230  0.133
H  -0.260  -2.290  -0.063  0.057
H  -1.551  -2.700  0.658  0.082

The calculation puts the highest occupied orbital energy at -8.08 eV. The LUMO energy is 0.93 eV. The value obtained for the HOMO-LUMO gap is 9.01 eV.

=====

Model four:
Formula: C5H8N4
Source: OMol25
Level of theory: wB97M-V/def2-TZVPD

Last column: Löwdin charge in e.
Element x y z (Å)
C  -2.434  1.172  -0.346  -0.135
N  -1.007  0.953  -0.184  -0.008
C  -0.548  -0.226  0.133  -0.301
C  -1.241  -1.473  0.288  -0.023
C  0.957  -0.113  0.147  -0.337
N  1.923  -1.008  0.438  0.115
C  3.020  -0.345  0.375  -0.204
N  2.763  0.910  -0.034  0.023
N  1.427  1.039  -0.197  0.093
H  -2.348  2.298  -0.330  0.093
H  -2.623  0.798  -1.391  0.088
H  -3.104  0.471  0.260  0.086
H  -0.715  -2.108  -0.402  0.096
H  -1.171  -1.858  1.251  0.076
H  -2.237  -1.344  -0.061  0.061
H  4.042  -0.721  0.635  0.134
H  3.296  1.556  -0.582  0.143

The calculation puts the highest occupied orbital energy at -9.00 eV. The LUMO energy is 1.00 eV. The value obtained for the HOMO-LUMO gap is 10.00 eV.

=====

model four ends up most stable, edging out the next structure by 0.550 eV.